# 1
The following is a quantum chemistry calculation of an isolated molecule of C4H4N2O, from the Open Molecules 2025 dataset.

```
! wB97M-V def2-TZVPD RIJCOSX def2/J DEFGRID3
* xyz 0 1
N -3.126 -0.530 -0.145
C -2.170 0.167 -0.056
C -0.838 0.841 -0.149
O -0.601 2.020 0.089
N 0.041 -0.041 -0.707
C 1.382 0.195 -0.171
C 0.630 -0.966 0.313
H 1.437 0.991 0.540
H 2.240 0.128 -0.881
H 0.850 -1.898 -0.142
H 0.153 -0.906 1.310
*
```

- Relative energy (zero: lowest compared OMol25 entry of this formula, charge and spin): 218.82 kJ/mol
- E_tot: -339.4983 Eh
- Structure (SMILES): N#CC(=O)N1CC1
- F_max: 4.3 eV/Å

These are the natural (NBO) partial charges, in e, on atoms 1 to 2: -0.25 0.17


# 2
The following is a quantum chemistry calculation of an isolated molecule of C4H4N2O, from the Open Molecules 2025 dataset.

```
! wB97M-V def2-TZVPD RIJCOSX def2/J DEFGRID3
* xyz 0 1
N 2.629 -0.835 1.300
C 1.896 -0.481 0.479
C 1.010 0.050 -0.580
O -0.149 -0.708 -0.815
C -1.277 -0.442 -0.011
C -1.419 0.964 0.414
N -1.566 2.051 0.781
H 1.562 0.067 -1.523
H 0.758 1.084 -0.315
H -2.148 -0.686 -0.623
H -1.295 -1.064 0.893
*
```

- Relative energy (zero: lowest compared OMol25 entry of this formula, charge and spin): 166.09 kJ/mol
- E_tot: -339.5184 Eh
- Structure (SMILES): N#CCOCC#N
- F_max: 1.1 eV/Å

These are the natural (NBO) partial charges, in e, on atoms 1 to 2: -0.29 0.23


# 3
The following is a quantum chemistry calculation of an isolated molecule of C4H4N2O, from the Open Molecules 2025 dataset.

```
! wB97M-V def2-TZVPD RIJCOSX def2/J DEFGRID3
* xyz 0 1
N -1.529 2.002 -0.759
C -1.239 1.290 0.108
C -0.965 0.279 1.077
C -0.192 -0.776 0.780
N 0.561 -0.904 -0.381
C 1.202 0.141 -1.043
O 1.295 1.269 -0.636
H -1.486 0.332 2.025
H -0.145 -1.618 1.464
H 0.886 -1.827 -0.623
H 1.613 -0.187 -2.012
*
```

- Relative energy (zero: lowest compared OMol25 entry of this formula, charge and spin): 91.66 kJ/mol
- E_tot: -339.5468 Eh
- Structure (SMILES): N#C/C=C\NC=O
- F_max: 1.1 eV/Å

These are the natural (NBO) partial charges, in e, on atoms 1 to 2: -0.30 0.26


# 4
The following is a quantum chemistry calculation of an isolated molecule of C4H4N2O, from the Open Molecules 2025 dataset.

```
! wB97M-V def2-TZVPD RIJCOSX def2/J DEFGRID3
* xyz 0 1
H -0.483 2.652 -0.170
N -1.033 1.711 0.213
C -0.247 0.797 -0.104
N 1.203 0.969 -0.156
C 1.741 -0.287 -0.056
O 0.747 -1.279 0.086
C -0.462 -0.679 0.133
C -1.846 -1.115 -0.101
H 2.764 -0.791 0.292
H -2.725 -0.398 -0.359
H -1.833 -2.289 -0.083
*
```

- Relative energy (zero: lowest compared OMol25 entry of this formula, charge and spin): 378.80 kJ/mol
- E_tot: -339.4374 Eh
- Structure (SMILES): [H]/N=C1\N=COC1=C
- F_max: 7.1 eV/Å

These are the natural (NBO) partial charges, in e, on atoms 1 to 2: 0.35 -0.58


# 5
The following is a quantum chemistry calculation of a structure of composition C4H4N2O, from the Open Molecules 2025 dataset.

```
! wB97M-V def2-TZVPD RIJCOSX def2/J DEFGRID3
* xyz 0 1
C -1.716 0.786 0.097
C -0.240 -0.542 -0.182
C 1.247 1.157 0.063
C -0.113 0.838 -0.184
H -1.986 0.819 1.154
H -2.444 1.222 -0.700
H -2.177 -1.682 0.338
H 2.232 1.890 0.112
N -1.624 -0.671 -0.038
N 0.914 -1.302 0.045
O 1.784 -0.234 0.034
*
```

- Relative energy (zero: lowest compared OMol25 entry of this formula, charge and spin): 646.89 kJ/mol
- E_tot: -339.3353 Eh
- F_max: 5.6 eV/Å

These are the natural (NBO) partial charges, in e, on atoms 1 to 2: -0.19 0.27


# 6
The following is a quantum chemistry calculation of an isolated molecule of C4H4N2O, from the Open Molecules 2025 dataset.

```
! wB97M-V def2-TZVPD RIJCOSX def2/J DEFGRID3
* xyz 0 1
O 1.800 -2.053 1.045
C 0.893 -2.136 0.252
C -0.202 -1.190 0.241
C -0.660 -0.272 -0.577
N -0.997 0.884 -0.969
C -0.503 1.913 -0.140
N 0.300 1.700 0.820
H 0.802 -2.967 -0.474
H -1.079 -1.281 -1.068
H -0.893 2.892 -0.430
H 0.538 2.564 1.308
*
```

- Relative energy (zero: lowest compared OMol25 entry of this formula, charge and spin): 471.84 kJ/mol
- E_tot: -339.4020 Eh
- F_max: 0.5 eV/Å

These are the natural (NBO) partial charges, in e, on atoms 1 to 2: -0.50 0.31


# 7
The following is a quantum chemistry calculation of a cluster of 2 separate species, C4H4N2O2 in total, from the Open Molecules 2025 dataset.

```
! wB97M-V def2-TZVPD RIJCOSX def2/J DEFGRID3
* xyz 0 1
C 1.188 -1.039 -0.266
C -0.746 0.542 -0.057
C -1.088 1.763 0.043
C -1.741 -0.624 0.182
H 2.266 0.713 1.198
H 0.642 -1.958 -0.532
H -0.284 2.498 0.156
H -1.936 2.124 0.405
N 0.546 0.061 -0.475
N -2.823 -1.299 0.084
O 1.299 1.147 -0.082
O 2.398 -0.967 0.345
*
```

- Relative energy (zero: lowest compared OMol25 entry of this formula, charge and spin): 893.79 kJ/mol
- E_tot: -414.5058 Eh
- F_max: 10.8 eV/Å

These are the natural (NBO) partial charges, in e, on atoms 1 to 2: 0.47 0.08


# 8
The following is a quantum chemistry calculation of an isolated molecule of C4H4N2O2, from the Open Molecules 2025 dataset.

```
! wB97M-V def2-TZVPD RIJCOSX def2/J DEFGRID3
* xyz 0 1
N 0.469 -1.372 1.883
C -0.511 -0.710 1.118
O -1.655 -0.572 1.439
C 0.030 -0.109 -0.118
C 1.154 -0.183 -0.908
N 1.094 0.764 -1.879
C 0.036 1.440 -1.588
O -0.631 1.045 -0.503
H 0.108 -1.939 2.640
H 1.431 -1.592 1.635
H 1.969 -0.907 -0.768
H -0.404 2.280 -2.039
*
```

- Relative energy (zero: lowest compared OMol25 entry of this formula, charge and spin): 85.43 kJ/mol
- E_tot: -414.8136 Eh
- Structure (SMILES): NC(=O)c1cnco1
- F_max: 2.5 eV/Å

These are the natural (NBO) partial charges, in e, on atoms 1 to 2: -0.84 0.64


# 9
The following is a quantum chemistry calculation of an isolated molecule of C4H4N2O2, from the Open Molecules 2025 dataset.

```
! wB97M-V def2-TZVPD RIJCOSX def2/J DEFGRID3
* xyz 0 1
O 0.350 1.832 0.167
C -0.326 0.862 0.136
N -1.806 0.746 -0.116
C -2.040 -0.524 -0.145
N -0.866 -1.379 -0.041
C 0.091 -0.600 0.163
C 1.515 -0.922 0.338
O 2.253 -0.019 -0.514
H -3.057 -1.041 -0.183
H 1.722 -0.890 1.349
H 1.670 -1.863 -0.072
H 2.112 0.825 -0.162
*
```

- Relative energy (zero: lowest compared OMol25 entry of this formula, charge and spin): 238.24 kJ/mol
- E_tot: -414.7554 Eh
- Structure (SMILES): O=C1N=CN=C1CO
- F_max: 3.2 eV/Å

These are the natural (NBO) partial charges, in e, on atoms 1 to 2: -0.46 0.63


# 10
The following is a quantum chemistry calculation of a cluster of 2 separate species, C4H4N2O2 in total, from the Open Molecules 2025 dataset.

```
! wB97M-V def2-TZVPD RIJCOSX def2/J DEFGRID3
* xyz 0 1
C -0.541 -0.623 0.221
C -0.382 -1.361 -1.058
C 0.135 0.612 -0.203
C 0.612 1.871 0.540
H 0.841 -1.333 1.472
H -1.540 -0.489 0.456
H -1.102 -2.322 -1.223
H 1.332 1.437 1.745
N -0.032 -0.696 -2.007
N 0.349 0.589 -1.477
O -0.123 -0.836 1.576
O 0.452 3.151 -0.042
*
```

- Relative energy (zero: lowest compared OMol25 entry of this formula, charge and spin): 727.62 kJ/mol
- E_tot: -414.5690 Eh
- F_max: 10.4 eV/Å

These are the natural (NBO) partial charges, in e, on atoms 1 to 2: -0.06 0.07